Entry 1:
Entry from the OMol25 dataset: one molecule with the formula C4H6O2S2 at a distorted geometry (wB97M-V/def2-TZVPD).

The geometry in XYZ format:
```
14
Properties=species:S:1:pos:R:3
C -0.7565 -0.6382 1.2404
C -0.7212 0.4186 0.0991
C 0.6732 0.9578 -0.1925
C 1.6824 -0.1774 -0.4704
H -0.1993 -1.5047 0.8862
H -0.3398 -0.2418 2.1636
H -1.8011 -0.8756 1.4656
H -1.3533 1.2611 0.4146
H -1.5280 0.5686 -1.6264
H 0.2959 -0.8489 -1.4780
O -1.3100 -0.1827 -1.0561
O 1.2366 -1.1082 -1.3070
S 0.9655 2.5190 -0.2766
S 3.1555 -0.1476 0.1376
```

**HOMO-LUMO gap**: 7.71 eV
**E**: -1102.83018 Ha
**Relative energy (zero: lowest compared OMol25 entry of this formula, charge and spin)**: 177.91 kJ/mol
**Molecular weight**: 150.22 Da
**Spin multiplicity**: 1
**SMILES string**: C[C@H](O)C(=S)C(O)=S
**HOMO**: -8.92 eV

Quick look at the natural (NBO) charges, all values in e: atom 1 (C): -0.627, atom 2 (C): 0.008, atom 3 (C): -0.231, atom 4 (C): 0.114, atom 5 (H): 0.221, atom 6 (H): 0.228, atom 7 (H): 0.230, atom 8 (H): 0.194, atom 9 (H): 0.488, atom 10 (H): 0.503, atom 11 (O): -0.714, atom 12 (O): -0.646, atom 13 (S): 0.195, atom 14 (S): 0.035

Entry 2:
Entry from the OMol25 dataset: a 2-piece molecular cluster, C5H5FN2O2 overall at a distorted geometry (wB97M-V/def2-TZVPD).

The geometry in XYZ format:
```
15
Properties=species:S:1:pos:R:3
C -0.5517 0.1230 1.1426
C 1.9997 1.3297 -0.5636
C -2.6608 0.6459 -0.1674
C 0.2680 -0.7466 0.5431
C -0.0890 -1.4180 -0.7479
N -1.7717 0.5295 0.6318
N 2.0232 1.9081 0.4900
O 1.8547 0.8305 -1.6020
O -3.4853 0.8076 -0.9753
F 1.4087 -1.1489 1.1659
H -0.1911 0.4720 2.0175
H 0.5319 -2.2272 -1.0435
H -0.0152 -0.8024 -1.7028
H -1.1365 -1.8123 -0.5884
H 1.8151 1.5089 1.4000
```

**HOMO-LUMO gap**: 9.87 eV
**E**: -553.35224 Ha
**Relative energy (zero: lowest compared OMol25 entry of this formula, charge and spin)**: 41.00 kJ/mol
**Molecular weight**: 144.11 Da
**Spin multiplicity**: 1
**SMILES string**: C/C(F)=C\N=C=O.N=C=O
**HOMO**: -9.29 eV

Quick look at the natural (NBO) charges, all values in e: atom 1 (C): -0.119, atom 2 (C): 0.871, atom 3 (C): 0.881, atom 4 (C): 0.404, atom 5 (C): -0.718, atom 6 (N): -0.547, atom 7 (N): -0.780, atom 8 (O): -0.517, atom 9 (O): -0.512, atom 10 (F): -0.330, atom 11 (H): 0.202, atom 12 (H): 0.245, atom 13 (H): 0.258, atom 14 (H): 0.234, atom 15 (H): 0.426

Entry 3:
Entry from the OMol25 dataset: an isolated ion of composition C4H12N3 and charge +1 at a distorted geometry (wB97M-V/def2-TZVPD).

The geometry in XYZ format:
```
19
Properties=species:S:1:pos:R:3
C 2.1019 -0.6136 0.1812
C -1.8262 0.4051 0.2104
C -0.2954 -1.8922 -0.1850
C -0.2894 0.5042 0.2004
N 2.5186 0.5694 0.1498
N 0.3099 1.6585 -0.4981
N 0.4340 -0.6069 -0.3688
H 2.6169 -1.6003 0.2658
H -2.1542 0.5204 -0.8516
H -2.2573 -0.5674 0.7265
H -2.2118 1.3767 0.6744
H 0.2543 -2.7415 -0.2295
H -1.0220 -1.8847 -1.0436
H -0.8391 -1.9931 0.8492
H 0.0434 0.7236 1.3090
H 3.4755 0.5936 0.3793
H 1.4755 1.3607 -0.3091
H -0.0656 2.5067 0.0286
H 0.0188 1.8316 -1.4373
```

**HOMO-LUMO gap**: 10.05 eV
**E**: -323.53848 Ha
**Relative energy (zero: lowest compared OMol25 entry of this formula, charge and spin)**: 367.01 kJ/mol
**Molecular weight**: 102.16 Da
**Charge**: +1
**Spin multiplicity**: 1
**SMILES string**: [H]/N=C/N(C)[C@H](C)[NH3+]
**HOMO**: -13.56 eV

Quick look at the natural (NBO) charges, all values in e: atom 1 (C): 0.377, atom 2 (C): -0.655, atom 3 (C): -0.421, atom 4 (C): 0.103, atom 5 (N): -0.674, atom 6 (N): -0.757, atom 7 (N): -0.466, atom 8 (H): 0.236, atom 9 (H): 0.226, atom 10 (H): 0.272, atom 11 (H): 0.241, atom 12 (H): 0.218, atom 13 (H): 0.227, atom 14 (H): 0.187, atom 15 (H): 0.180, atom 16 (H): 0.411, atom 17 (H): 0.457, atom 18 (H): 0.419, atom 19 (H): 0.420

Entry 4:
Entry from the OMol25 dataset: one molecule with the formula C23H25FN2O3 (wB97M-V/def2-TZVPD).

The geometry in XYZ format:
```
54
Properties=species:S:1:pos:R:3
C -3.1480 2.3826 -1.0222
C -2.2859 1.2467 -0.5411
C -2.8418 0.0066 -0.2470
C -2.0654 -1.0605 0.1925
C -2.6967 -2.3802 0.5444
C -0.6961 -0.8726 0.3297
C -0.1152 0.3509 0.0271
C 1.3743 0.4657 0.1991
O 1.9853 -0.2423 0.9760
N 1.9804 1.4001 -0.5901
C 3.3919 1.6202 -0.6193
C 4.3119 0.4450 -0.7942
C 4.1611 1.4291 -1.9087
C 3.4131 1.0358 -3.1618
C 2.9312 2.2785 -3.9041
N 4.0356 3.1962 -4.1468
C 4.3858 3.4871 -5.4258
O 3.8632 2.9639 -6.3960
C 5.4811 4.4984 -5.6465
C 6.5823 4.1375 -6.4186
C 7.5670 5.0669 -6.6971
C 7.4565 6.3699 -6.2286
C 6.3569 6.7520 -5.4768
O 6.1651 8.0069 -4.9902
C 5.3827 5.7994 -5.1965
F 4.3185 6.1786 -4.4655
C 4.7468 3.6249 -2.9517
C 5.2735 2.4143 -2.1849
C -0.9128 1.4080 -0.3985
H -2.7268 3.3465 -0.7369
H -3.2348 2.3693 -2.1108
H -4.1549 2.3157 -0.6112
H -3.9132 -0.1290 -0.3553
H -2.0445 -3.2115 0.2782
H -2.8850 -2.4420 1.6183
H -3.6493 -2.5128 0.0324
H -0.0573 -1.6731 0.6815
H 1.4098 1.8872 -1.2591
H 3.7415 2.4122 0.0354
H 5.2268 0.4418 -0.2172
H 3.8379 -0.5203 -0.9017
H 4.0800 0.4676 -3.8169
H 2.5657 0.3906 -2.9239
H 2.4890 2.0277 -4.8637
H 2.1801 2.8086 -3.3042
H 6.6403 3.1282 -6.8020
H 8.4263 4.7853 -7.2904
H 8.2240 7.1021 -6.4533
H 6.8913 8.5715 -5.2739
H 5.5658 4.2825 -3.2274
H 4.0587 4.1967 -2.3191
H 5.7320 2.7448 -1.2497
H 6.0542 1.9268 -2.7779
H -0.4825 2.3854 -0.5887
```

**HOMO-LUMO gap**: 9.53 eV
**E**: -1326.56808 Ha
**Relative energy (zero: lowest compared OMol25 entry of this formula, charge and spin)**: 12.25 kJ/mol
**Molecular weight**: 396.46 Da
**Spin multiplicity**: 1
**SMILES string**: Cc1cc(C)cc(C(=O)N[C@H]2CC23CCN(C(=O)c2cccc(O)c2F)CC3)c1
**HOMO**: -8.99 eV

Quick look at the natural (NBO) charges, all values in e: atom 1 (C): -0.628, atom 2 (C): -0.024, atom 3 (C): -0.200, atom 4 (C): -0.004, atom 5 (C): -0.628, atom 6 (C): -0.182, atom 7 (C): -0.135, atom 8 (C): 0.665, atom 9 (O): -0.611, atom 10 (N): -0.621, atom 11 (C): -0.057, atom 12 (C): -0.393, atom 13 (C): -0.065, atom 14 (C): -0.400, atom 15 (C): -0.220, atom 16 (N): -0.429, atom 17 (C): 0.673, atom 18 (O): -0.615, atom 19 (C): -0.195, atom 20 (C): -0.186, atom 21 (C): -0.201, atom 22 (C): -0.274, atom 23 (C): 0.223, atom 24 (O): -0.650, atom 25 (C): 0.396, atom 26 (F): -0.319, atom 27 (C): -0.211, atom 28 (C): -0.390, atom 29 (C): -0.169, atom 30 (H): 0.216, atom 31 (H): 0.222, atom 32 (H): 0.218, atom 33 (H): 0.205, atom 34 (H): 0.220, atom 35 (H): 0.224, atom 36 (H): 0.215, atom 37 (H): 0.232, atom 38 (H): 0.395, atom 39 (H): 0.200, atom 40 (H): 0.222, atom 41 (H): 0.235, atom 42 (H): 0.217, atom 43 (H): 0.222, atom 44 (H): 0.252, atom 45 (H): 0.175, atom 46 (H): 0.231, atom 47 (H): 0.220, atom 48 (H): 0.213, atom 49 (H): 0.483, atom 50 (H): 0.222, atom 51 (H): 0.194, atom 52 (H): 0.214, atom 53 (H): 0.209, atom 54 (H): 0.195

Entry 5:
Entry from the OMol25 dataset: one molecule with the formula C3H9NOS2 at a distorted geometry (wB97M-V/def2-TZVPD).

The geometry in XYZ format:
```
16
Properties=species:S:1:pos:R:3
N 1.5389 0.2958 -0.5579
C 0.0860 0.7658 -0.8015
C 0.1516 2.2837 -1.2055
O 1.2617 2.6292 -2.0288
C -0.7691 0.5577 0.4152
S -1.4675 -1.0096 0.8164
S 0.2259 -2.1594 1.3034
H 1.6052 0.2402 0.5076
H 1.5134 -0.7189 -0.8308
H -0.2703 0.1231 -1.6372
H 0.1400 3.0637 -0.3321
H -0.7740 2.3865 -1.7543
H 1.8560 1.8751 -1.9149
H -0.3120 1.0256 1.2894
H -1.7623 1.0072 0.2400
H 0.1929 -3.0471 0.2015
```

**HOMO-LUMO gap**: 9.46 eV
**E**: -1046.04128 Ha
**Relative energy (zero: lowest compared OMol25 entry of this formula, charge and spin)**: 116.38 kJ/mol
**Molecular weight**: 139.25 Da
**Spin multiplicity**: 1
**SMILES string**: N[C@H](CO)CSS
**HOMO**: -9.19 eV

Quick look at the natural (NBO) charges, all values in e: atom 1 (N): -0.851, atom 2 (C): -0.096, atom 3 (C): -0.069, atom 4 (O): -0.722, atom 5 (C): -0.582, atom 6 (S): 0.148, atom 7 (S): -0.187, atom 8 (H): 0.361, atom 9 (H): 0.365, atom 10 (H): 0.200, atom 11 (H): 0.164, atom 12 (H): 0.169, atom 13 (H): 0.489, atom 14 (H): 0.222, atom 15 (H): 0.239, atom 16 (H): 0.149

Entry 6:
Entry from the OMol25 dataset: C6H13CsO3 as an isolated structure at a distorted geometry (wB97M-V/def2-TZVPD).

The geometry in XYZ format:
```
23
Properties=species:S:1:pos:R:3
C 2.1378 -1.4006 0.3772
O 2.2104 -0.6626 -0.9092
C 2.4251 0.7244 -0.7952
C 1.4616 1.3281 0.2209
O 0.1488 1.0966 -0.2698
C -0.9026 1.3231 0.6400
C -2.0943 0.5375 0.1460
O -1.6996 -0.8165 0.0303
C -2.7367 -1.6898 -0.3597
Cs 0.4202 -1.5703 -0.7061
H 2.6627 -2.3531 0.1775
H 2.8550 -0.9169 1.0643
H 2.3829 1.2263 -1.7730
H 3.4460 0.8767 -0.3963
H 1.6517 2.4085 0.3197
H -1.1550 2.3941 0.6999
H -0.6166 0.9760 1.6477
H -2.4250 0.9114 -0.8381
H -2.9283 0.6348 0.8598
H -2.3986 -2.7140 -0.1666
H -3.6452 -1.4953 0.2308
H -2.9625 -1.5722 -1.4314
H 1.7622 0.7538 1.2310
```

**HOMO-LUMO gap**: 5.52 eV
**E**: -481.87948 Ha
**Relative energy (zero: lowest compared OMol25 entry of this formula, charge and spin)**: 748.74 kJ/mol
**Molecular weight**: 266.07 Da
**Spin multiplicity**: 1
**HOMO**: -5.39 eV

Quick look at the Mulliken charges, all values in e: atom 1 (C): -1.421, atom 2 (O): -0.421, atom 3 (C): -0.156, atom 4 (C): -0.720, atom 5 (O): -0.339, atom 6 (C): -0.635, atom 7 (C): -0.501, atom 8 (O): -0.198, atom 9 (C): -0.820, atom 10 (Cs): 0.759, atom 11 (H): 0.419, atom 12 (H): 0.332, atom 13 (H): 0.319, atom 14 (H): 0.415, atom 15 (H): 0.352, atom 16 (H): 0.334, atom 17 (H): 0.351, atom 18 (H): 0.329, atom 19 (H): 0.401, atom 20 (H): 0.241, atom 21 (H): 0.298, atom 22 (H): 0.320, atom 23 (H): 0.340

Entry 7:
Entry from the OMol25 dataset: an isolated ion of composition C5H8N and charge +1 at a distorted geometry (wB97M-V/def2-TZVPD).

The geometry in XYZ format:
```
14
Properties=species:S:1:pos:R:3
C 0.3738 2.3653 0.9663
C -0.0522 1.0819 1.3790
C 1.0391 3.4132 0.5171
C 0.0169 0.0929 0.2632
C -0.4978 -1.7397 -1.3103
N -0.4414 -1.0953 -0.0103
H 2.1280 3.2400 0.4408
H 0.8855 4.4539 0.5484
H 0.4698 0.4954 -0.6717
H -0.2353 0.7355 2.4007
H -1.2437 -1.2559 -1.9095
H 0.4512 -1.6246 -1.8393
H -0.6438 -2.7971 -1.1447
H -0.9790 -1.5646 0.7246
```

**HOMO-LUMO gap**: 9.03 eV
**E**: -249.71686 Ha
**Relative energy (zero: lowest compared OMol25 entry of this formula, charge and spin)**: 284.30 kJ/mol
**Molecular weight**: 82.13 Da
**Charge**: +1
**Spin multiplicity**: 1
**SMILES string**: C=C=C/C=[NH+]/C
**HOMO**: -14.23 eV

Quick look at the natural (NBO) charges, all values in e: atom 1 (C): 0.281, atom 2 (C): -0.419, atom 3 (C): -0.452, atom 4 (C): 0.264, atom 5 (C): -0.426, atom 6 (N): -0.440, atom 7 (H): 0.278, atom 8 (H): 0.283, atom 9 (H): 0.210, atom 10 (H): 0.278, atom 11 (H): 0.237, atom 12 (H): 0.236, atom 13 (H): 0.246, atom 14 (H): 0.424

Entry 8:
Entry from the OMol25 dataset: one molecule with the formula C4H7NO2 (wB97M-V/def2-TZVPD).

The geometry in XYZ format:
```
14
Properties=species:S:1:pos:R:3
O 1.6528 0.4423 0.6370
C 0.8805 -0.2071 -0.3659
C 0.0540 -1.3133 0.2824
O -0.8796 -0.7261 1.2039
C -1.2893 0.5314 0.9314
N -1.0229 1.2817 -0.0579
C -0.1333 0.7009 -1.0611
H 1.3081 1.3227 0.8300
H 1.6095 -0.6146 -1.0698
H -0.5354 -1.8761 -0.4523
H 0.6878 -2.0204 0.8281
H -1.9324 0.8901 1.7285
H -0.7468 0.1164 -1.7601
H 0.3470 1.4720 -1.6741
```

**HOMO-LUMO gap**: 10.74 eV
**E**: -361.82450 Ha
**Relative energy (zero: lowest compared OMol25 entry of this formula, charge and spin)**: 147.96 kJ/mol
**Molecular weight**: 101.10 Da
**Spin multiplicity**: 1
**SMILES string**: O[C@@H]1CN=COC1
**HOMO**: -9.90 eV

Quick look at the natural (NBO) charges, all values in e: atom 1 (O): -0.721, atom 2 (C): 0.046, atom 3 (C): -0.091, atom 4 (O): -0.493, atom 5 (C): 0.402, atom 6 (N): -0.509, atom 7 (C): -0.281, atom 8 (H): 0.481, atom 9 (H): 0.189, atom 10 (H): 0.182, atom 11 (H): 0.205, atom 12 (H): 0.176, atom 13 (H): 0.204, atom 14 (H): 0.209